(1)
This record from OMol25 describes 8 unconnected molecules or ions with the total composition C58H84F10N11O4S in a non-equilibrium geometry. The level of theory is wB97M-V/def2-TZVPD.

## Properties
- Kohn-Sham gap (eV) = 7.25
- HOMO (Ha) = -0.3859
- charge = +1

Last column: Mulliken charge in e.
Element x y z (Å)
C (6.659, -1.369, -0.909)  -0.547
C (5.819, -0.307, -1.890)  0.528
O (6.471, 0.010, -3.044)  -0.627
N (4.482, 0.280, -1.497)  0.211
C (3.945, -0.279, -0.201)  -0.191
C (3.474, 0.272, -2.620)  -0.854
C (2.096, -0.564, -2.330)  0.398
C (1.037, -0.582, -3.617)  -0.621
C (0.193, -1.983, -3.758)  -0.794
C (-0.820, -2.277, -2.457)  0.175
O (-1.974, -1.414, -2.598)  -0.476
C (-2.892, -1.454, -1.406)  0.983
C (-2.158, -0.366, -0.365)  -0.855
O (-1.713, 0.878, -1.032)  -0.218
N (-1.287, 1.693, -0.046)  0.141
O (-1.343, 2.855, -0.439)  -0.371
C (-4.259, -0.812, -2.114)  0.740
F (-4.873, -1.743, -3.134)  -0.318
F (-3.777, 0.298, -3.032)  -0.331
C (-5.317, -0.085, -1.127)  -0.226
C (-6.876, -0.666, -0.940)  -0.354
C (-8.018, 0.022, 0.010)  -0.561
C (-7.703, 1.408, 0.847)  -0.544
C (-6.201, 2.045, 0.684)  0.018
C (-5.923, 3.478, 1.499)  0.767
F (-6.748, 4.501, 0.754)  -0.249
F (-4.513, 3.924, 1.359)  -0.220
F (-6.440, 3.471, 2.887)  -0.215
C (-5.058, 1.327, -0.266)  -0.161
C (-3.067, -2.931, -0.742)  -0.378
S (-4.896, -3.465, -0.483)  -0.095
C (-2.499, -3.113, 0.800)  -1.058
C (-0.926, -3.423, 0.989)  0.314
C (-0.729, -4.950, 1.645)  -1.073
C (0.713, -5.637, 1.267)  0.740
F (1.790, -4.906, 2.015)  -0.293
F (1.026, -5.602, -0.211)  -0.319
C (0.791, -7.261, 1.662)  0.593
F (-0.338, -8.006, 1.015)  -0.243
F (0.912, -7.502, 3.118)  -0.218
F (2.038, -7.777, 0.982)  -0.229
N (-2.516, -4.093, -1.535)  0.362
C (-1.346, -3.821, -2.429)  0.416
C (-1.719, -4.457, -3.921)  -0.136
C (-2.636, -3.541, -4.955)  -0.222
C (-2.946, -4.375, -6.372)  -0.553
C (-2.328, -5.879, -6.448)  -0.154
N (-1.489, -6.653, -5.489)  -0.425
C (-1.172, -5.967, -4.204)  -0.304
H (5.991, -2.297, -0.586)  0.233
H (7.688, -1.682, -1.391)  0.239
H (6.945, -0.831, 0.117)  0.047
H (3.755, -1.452, -0.234)  0.130
H (2.974, 0.308, 0.169)  -0.098
H (4.736, -0.122, 0.680)  0.190
H (3.153, 1.392, -2.839)  0.144
H (3.933, -0.176, -3.623)  0.346
H (2.370, -1.678, -2.036)  0.130
H (1.447, -0.132, -1.425)  -0.193
H (1.714, -0.485, -4.589)  0.381
H (0.325, 0.344, -3.548)  0.268
H (-0.376, -1.932, -4.778)  0.331
H (0.959, -2.876, -3.839)  0.321
H (-0.193, -1.932, -1.532)  -0.372
H (-1.147, -0.808, 0.093)  0.037
H (-2.860, -0.173, 0.573)  0.691
H (-7.139, -1.653, -1.556)  0.332
H (-9.076, -0.501, 0.065)  0.308
H (-8.567, 1.878, 1.488)  0.347
H (-4.018, 1.875, -0.330)  0.416
H (-4.838, -4.777, 0.023)  0.268
H (-3.052, -4.080, 1.238)  0.606
H (-2.860, -2.245, 1.537)  0.366
H (-0.235, -3.393, 0.062)  -0.208
H (-0.438, -2.695, 1.800)  0.252
H (-0.810, -4.936, 2.818)  0.381
H (-1.565, -5.674, 1.200)  0.354
H (-2.267, -4.935, -0.932)  0.549
H (-3.308, -4.442, -2.155)  0.790
H (-0.436, -4.470, -2.006)  0.186
H (-3.022, -2.458, -4.744)  0.350
H (-3.609, -3.879, -7.225)  0.306
H (-2.598, -6.464, -7.455)  0.311
H (-0.533, -6.557, -3.398)  0.310
C (10.847, -2.051, 0.182)  -1.260
C (10.998, -0.844, 1.102)  -0.102
C (10.591, -1.142, 2.547)  -0.259
C (9.130, -1.559, 2.592)  0.288
N (7.918, -1.904, 2.630)  -0.542
H (9.805, -2.379, 0.113)  0.242
H (11.176, -1.800, -0.831)  0.366
H (11.451, -2.894, 0.538)  0.350
H (10.392, -0.019, 0.708)  0.163
H (12.042, -0.513, 1.086)  0.388
H (10.730, -0.251, 3.168)  0.059
H (11.208, -1.946, 2.963)  0.414
C (-6.120, 7.530, -0.004)  -1.123
C (-4.836, 6.959, -0.598)  -0.241
C (-4.029, 7.998, -1.379)  -0.376
C (-4.859, 8.529, -2.536)  0.214
N (-5.548, 8.970, -3.496)  -0.530
H (-6.804, 7.882, -0.783)  0.351
H (-6.649, 6.760, 0.568)  0.243
H (-5.903, 8.367, 0.669)  0.323
H (-5.092, 6.117, -1.253)  0.241
H (-4.217, 6.560, 0.212)  0.264
H (-3.113, 7.544, -1.772)  0.325
H (-3.743, 8.832, -0.729)  0.316
C (2.504, -10.046, -0.889)  -0.983
C (3.048, -11.442, -1.176)  -0.519
C (3.263, -11.702, -2.668)  -0.395
C (1.941, -11.578, -3.407)  0.243
N (0.844, -11.475, -4.020)  -0.478
H (1.518, -9.896, -1.341)  0.331
H (2.393, -9.895, 0.189)  0.258
H (3.181, -9.274, -1.275)  0.311
H (2.353, -12.184, -0.765)  0.307
H (4.000, -11.567, -0.649)  0.342
H (3.666, -12.709, -2.819)  0.302
H (3.978, -10.984, -3.084)  0.279
C (10.373, 3.032, 4.092)  -0.887
C (9.548, 4.002, 3.253)  -0.502
C (8.224, 3.400, 2.778)  -0.333
C (8.496, 2.180, 1.913)  0.237
N (8.721, 1.168, 1.195)  -0.549
H (10.663, 2.146, 3.518)  0.098
H (11.295, 3.514, 4.433)  0.348
H (9.813, 2.703, 4.975)  0.311
H (10.144, 4.319, 2.388)  0.311
H (9.340, 4.899, 3.847)  0.308
H (7.664, 4.138, 2.193)  0.321
H (7.606, 3.105, 3.633)  0.254
C (1.672, 0.270, 5.006)  -1.014
C (3.050, 0.563, 4.420)  -0.428
C (2.995, 1.491, 3.205)  -0.296
C (2.169, 0.846, 2.104)  0.358
N (1.484, 0.311, 1.190)  -0.710
H (1.031, -0.252, 4.289)  0.198
H (1.763, -0.372, 5.888)  0.358
H (1.169, 1.196, 5.308)  0.295
H (3.526, -0.385, 4.143)  0.303
H (3.675, 1.023, 5.194)  0.327
H (4.007, 1.681, 2.831)  0.219
H (2.547, 2.453, 3.476)  0.350
C (-4.927, 1.200, 7.179)  -1.203
C (-5.752, 2.170, 6.339)  -0.325
C (-7.076, 1.568, 5.864)  -0.306
C (-6.804, 0.348, 4.999)  0.229
N (-6.579, -0.664, 4.281)  -0.524
H (-4.637, 0.315, 6.604)  0.342
H (-4.005, 1.682, 7.519)  0.348
H (-5.487, 0.871, 8.062)  0.303
H (-5.156, 2.487, 5.475)  0.185
H (-5.960, 3.067, 6.933)  0.364
H (-7.636, 2.306, 5.279)  0.235
H (-7.694, 1.274, 6.719)  0.370
C (-5.018, 12.713, -3.152)  -1.042
C (-6.506, 12.450, -3.356)  -0.302
C (-7.202, 13.551, -4.158)  -0.428
C (-7.079, 14.876, -3.424)  0.204
N (-6.977, 15.976, -2.814)  -0.467
H (-4.845, 13.627, -2.574)  0.409
H (-4.558, 11.888, -2.600)  0.184
H (-4.501, 12.811, -4.114)  0.289
H (-6.986, 12.345, -2.375)  0.253
H (-6.630, 11.494, -3.878)  0.265
H (-8.262, 13.309, -4.288)  0.315
H (-6.750, 13.647, -5.152)  0.309

---

(2)
This record from OMol25 describes a single C4H6F4NP molecule in a non-equilibrium geometry. The level of theory is wB97M-V/def2-TZVPD.

## Properties
- Kohn-Sham gap (eV) = 9.36
- HOMO (Ha) = -0.3406
- energy above the lowest of the compared OMol25 structures with the same formula, charge and spin (kcal per mole) = 9.5
- SMILES = CN(C)P(F)#CC(F)(F)F

Last column: Mulliken charge in e.
Element x y z (Å)
C (-1.627, 0.994, 0.113)  -0.983
C (1.751, 1.004, 0.710)  -1.023
C (1.773, -0.990, -0.713)  -0.956
C (-3.001, 0.491, 0.038)  1.154
N (1.059, -0.168, 0.148)  0.089
F (-0.818, -1.853, 0.148)  -0.229
F (-3.418, -0.348, 1.021)  -0.250
F (-3.211, -0.219, -1.144)  -0.272
F (-3.811, 1.521, -0.031)  -0.236
P (-0.575, -0.265, 0.143)  0.551
H (1.195, 1.817, 1.061)  0.362
H (2.492, 0.575, 1.299)  0.368
H (2.287, 1.388, -0.111)  0.420
H (2.756, -1.210, -0.279)  0.353
H (1.235, -1.942, -0.629)  0.338
H (1.914, -0.795, -1.773)  0.314